# 1
{"formula": "C26H65N4O7", "method": "ωB97M-V/def2-TZVPD", "total_energy_ha": -1775.02454, "homo_energy_ev": -11.48, "gap_ev": 8.837, "charge": 1, "symbols": ["C", "C", "C", "C", "C", "C", "O", "C", "N", "C", "N", "N", "N", "H", "H", "H", "H", "H", "H", "H", "H", "H", "H", "H", "H", "H", "H", "H", "H", "H", "C", "C", "C", "O", "H", "H", "H", "H", "H", "H", "H", "H", "C", "C", "C", "O", "H", "H", "H", "H", "H", "H", "H", "H", "C", "C", "C", "O", "H", "H", "H", "H", "H", "H", "H", "H", "C", "C", "C", "O", "H", "H", "H", "H", "H", "H", "H", "H", "C", "C", "C", "O", "H", "H", "H", "H", "H", "H", "H", "H", "C", "C", "C", "O", "H", "H", "H", "H", "H", "H", "H", "H"], "coordinates": [[-0.95931, -3.36239, 1.13731], [0.09537, -3.09873, -0.06483], [0.13517, -4.27948, -1.12950], [-0.21857, -1.64019, -0.64074], [1.12763, -0.74249, -0.50433], [-0.62994, -1.56409, -2.16728], [-1.83525, -2.29288, -2.54663], [-2.85795, -2.17611, -1.63581], [-3.36075, -1.08215, -0.88741], [-4.46820, -1.72511, -0.19090], [-5.21010, -0.98153, 0.63195], [-4.59964, -3.09297, -0.54931], [-3.56602, -3.37402, -1.38947], [-2.00358, -3.40886, 0.69628], [-0.68647, -4.30174, 1.70407], [-0.92950, -2.42887, 1.79940], [1.11544, -3.09734, 0.45639], [-0.91172, -4.74474, -1.16298], [0.53790, -4.00698, -2.14787], [0.82365, -5.10531, -0.73279], [-0.95925, -1.14101, 0.07368], [0.79575, 0.32663, -0.26310], [1.72629, -0.76274, -1.46566], [1.77052, -1.06014, 0.37617], [-0.80618, -0.46284, -2.42920], [0.23879, -1.89979, -2.82665], [-6.09964, -1.36520, 0.96474], [-4.84370, -0.07444, 0.95175], [-5.32069, -3.73539, -0.20855], [-3.41028, -4.31422, -1.75933], [-6.19543, 4.22298, 0.95995], [-6.79249, 2.98752, 1.61388], [-7.31954, 3.29759, 3.00528], [-5.79399, 1.96485, 1.69917], [-5.35110, 4.60345, 1.54339], [-5.81057, 3.98332, -0.03464], [-6.93890, 5.01701, 0.86479], [-7.60286, 2.59827, 0.99233], [-6.51431, 3.64628, 3.65952], [-7.73523, 2.39872, 3.46753], [-8.09638, 4.06368, 2.97090], [-5.07233, 2.29948, 2.24703], [4.74405, 3.38571, 0.97562], [3.49209, 2.79538, 0.34621], [2.26975, 3.65218, 0.63627], [3.28047, 1.47735, 0.85443], [4.64425, 3.44056, 2.06433], [5.61219, 2.75449, 0.76864], [4.94283, 4.38937, 0.59303], [3.63087, 2.70737, -0.73453], [2.08532, 3.71609, 1.71338], [1.37600, 3.21048, 0.18752], [2.39441, 4.66380, 0.24349], [3.15688, 1.54365, 1.80962], [4.99601, -2.91383, -2.11838], [4.92160, -2.08546, -3.39104], [6.17295, -1.24234, -3.57699], [3.77878, -1.23258, -3.33432], [5.07987, -2.26908, -1.23733], [4.08597, -3.50677, -1.99098], [5.85375, -3.58999, -2.13820], [4.79238, -2.74550, -4.25260], [6.29790, -0.54059, -2.74597], [6.10007, -0.64408, -4.48860], [7.06538, -1.86895, -3.64052], [3.88479, -0.64521, -2.57482], [-8.58769, 1.44015, 6.67969], [-7.54599, 2.54137, 6.55600], [-6.73409, 2.68231, 7.83419], [-8.19548, 3.77797, 6.26745], [-9.29575, 1.66188, 7.48392], [-9.17070, 1.35811, 5.75857], [-8.11934, 0.47420, 6.88427], [-6.87810, 2.32258, 5.71894], [-7.37858, 2.94681, 8.67811], [-5.99819, 3.48398, 7.73468], [-6.20964, 1.75402, 8.07367], [-8.78849, 3.97994, 7.00187], [0.85322, 0.79609, -7.30079], [1.98970, -0.21032, -7.39313], [1.80734, -1.34373, -6.39636], [3.22871, 0.44785, -7.14097], [0.81433, 1.24983, -6.30509], [1.00291, 1.61027, -8.01397], [-0.11068, 0.32384, -7.50663], [2.03895, -0.61634, -8.40659], [1.80169, -0.96315, -5.36982], [2.63613, -2.05249, -6.46586], [0.87179, -1.88075, -6.57501], [3.19609, 0.81049, -6.24685], [7.76744, -2.18206, 1.07030], [8.14109, -0.70969, 1.14396], [7.69147, -0.08919, 2.45743], [7.53509, -0.01053, 0.05710], [6.68176, -2.31205, 1.12913], [8.08636, -2.61150, 0.11718], [8.23052, -2.74879, 1.88156], [9.22305, -0.59970, 1.03734], [6.60323, -0.14776, 2.56375], [7.95641, 0.97048, 2.49155], [8.15271, -0.59250, 3.31050], [6.57750, -0.10174, 0.14306]]}

***

# 2
{"formula": "C24H65N4O9PSi", "method": "ωB97M-V/def2-TZVPD", "total_energy_ha": -2480.21854, "homo_energy_ev": -8.60, "gap_ev": 9.250, "charge": 0, "smiles": "O=[PH2][SiH3].COCCNCCOC.COCCNCCOC.COCCNCCOC.COCCNCCOC", "symbols": ["O", "P", "Si", "H", "H", "H", "H", "H", "C", "O", "C", "C", "N", "C", "C", "O", "C", "H", "H", "H", "H", "H", "H", "H", "H", "H", "H", "H", "H", "H", "H", "H", "C", "O", "C", "C", "N", "C", "C", "O", "C", "H", "H", "H", "H", "H", "H", "H", "H", "H", "H", "H", "H", "H", "H", "H", "C", "O", "C", "C", "N", "C", "C", "O", "C", "H", "H", "H", "H", "H", "H", "H", "H", "H", "H", "H", "H", "H", "H", "H", "C", "O", "C", "C", "N", "C", "C", "O", "C", "H", "H", "H", "H", "H", "H", "H", "H", "H", "H", "H", "H", "H", "H", "H"], "coordinates": [[3.83768, -10.27571, 5.33949], [3.37138, -9.98111, 3.96768], [1.12495, -9.69979, 3.82825], [3.90588, -8.81048, 3.39220], [3.73422, -10.93199, 2.99211], [0.87317, -8.31481, 4.27295], [0.65064, -9.86001, 2.44381], [0.51856, -10.68441, 4.74267], [-2.96669, -4.37740, -1.69099], [-2.74037, -4.09687, -0.32565], [-3.88489, -4.22886, 0.50865], [-3.72222, -5.37149, 1.48300], [-3.73634, -6.65235, 0.79532], [-3.43485, -7.80702, 1.62916], [-2.05461, -7.88482, 2.26773], [-0.99765, -8.05176, 1.34220], [-0.46221, -6.86295, 0.79427], [-2.04944, -4.13298, -2.22358], [-3.20935, -5.43133, -1.86775], [-3.78163, -3.76640, -2.09285], [-4.78743, -4.36394, -0.09507], [-3.98814, -3.29894, 1.07376], [-4.55168, -5.34559, 2.19706], [-2.79543, -5.19283, 2.04823], [-3.08487, -6.61904, 0.02069], [-3.56854, -8.70393, 1.01961], [-4.17990, -7.85353, 2.43102], [-2.04096, -8.77370, 2.90642], [-1.84949, -7.02064, 2.91261], [-0.51687, -6.03471, 1.50685], [-0.96735, -6.56090, -0.12760], [0.58485, -7.05517, 0.55859], [-3.79000, -0.33221, -0.02956], [-4.82032, -0.31880, 0.94057], [-4.41325, -0.73292, 2.23505], [-4.40946, 0.42677, 3.20091], [-3.34710, 1.36161, 2.86510], [-3.36581, 2.61419, 3.60894], [-4.53094, 3.56339, 3.36941], [-4.53742, 4.13492, 2.07482], [-5.18506, 3.38441, 1.06621], [-4.25066, -0.13725, -0.99631], [-3.03557, 0.43920, 0.16283], [-3.28891, -1.30588, -0.06591], [-3.42276, -1.19923, 2.19425], [-5.13026, -1.48262, 2.58502], [-4.23804, 0.04981, 4.21437], [-5.41239, 0.87779, 3.18048], [-3.38127, 1.56325, 1.87288], [-2.45043, 3.16226, 3.37057], [-3.32158, 2.37693, 4.67753], [-4.42742, 4.39929, 4.06580], [-5.49822, 3.08694, 3.57461], [-6.02166, 2.80795, 1.47262], [-4.50632, 2.69507, 0.55420], [-5.56922, 4.09117, 0.33108], [-0.08123, 4.33894, -2.59569], [0.14169, 4.63437, -1.23370], [-0.98277, 4.46573, -0.38108], [-0.72821, 3.35734, 0.61294], [-0.67807, 2.06247, -0.04803], [-0.21262, 0.96118, 0.78814], [1.21859, 1.01076, 1.29831], [2.18691, 0.89447, 0.27328], [2.51346, 2.10222, -0.38309], [0.83171, 4.59377, -3.13103], [-0.30325, 3.27738, -2.76096], [-0.91310, 4.92687, -2.99841], [-1.88211, 4.25453, -0.96918], [-1.14052, 5.40202, 0.16127], [-1.53808, 3.34499, 1.34946], [0.19929, 3.60850, 1.14842], [-0.08361, 2.13088, -0.86555], [-0.33116, 0.03932, 0.21149], [-0.88436, 0.88690, 1.65171], [1.37026, 0.15688, 1.96312], [1.40796, 1.91753, 1.88687], [2.45364, 2.95705, 0.29714], [1.86091, 2.29715, -1.24023], [3.53594, 2.01458, -0.74925], [7.50066, 7.60694, -3.86290], [7.42537, 6.47551, -4.70313], [8.04654, 5.30598, -4.18575], [7.02614, 4.22410, -3.92079], [6.13833, 4.59990, -2.83303], [5.02762, 3.68777, -2.59751], [3.99416, 3.51087, -3.70303], [3.21400, 4.66426, -3.95561], [3.74747, 5.57777, -4.89370], [7.08906, 8.44653, -4.41997], [6.92753, 7.48082, -2.93730], [8.53727, 7.83641, -3.59521], [8.59207, 5.54415, -3.26719], [8.76425, 4.94684, -4.92869], [7.55325, 3.30554, -3.64319], [6.49871, 4.02674, -4.86578], [5.77550, 5.52878, -3.00980], [4.49881, 4.03428, -1.70599], [5.44052, 2.70058, -2.36109], [3.29216, 2.73895, -3.37637], [4.44972, 3.15783, -4.63706], [4.31759, 5.06162, -5.67201], [4.39690, 6.32544, -4.42922], [2.90882, 6.09599, -5.35791]]}

***

# 3
{"formula": "C23H25N3O3S", "method": "ωB97M-V/def2-TZVPD", "total_energy_ha": -1679.63925, "relative_energy_ev": 1.224, "homo_energy_ev": -8.24, "gap_ev": 8.770, "charge": 0, "smiles": "CCc1ccc(NC(=O)CSc2nnc(COc3ccc4c(c3)CCCC4)o2)cc1", "symbols": ["C", "C", "C", "C", "C", "C", "N", "C", "O", "C", "S", "C", "N", "N", "C", "C", "O", "C", "C", "C", "C", "C", "C", "C", "C", "C", "C", "O", "C", "C", "H", "H", "H", "H", "H", "H", "H", "H", "H", "H", "H", "H", "H", "H", "H", "H", "H", "H", "H", "H", "H", "H", "H", "H", "H"], "coordinates": [[4.74877, 1.46217, -2.17842], [4.06450, 0.61346, -1.10481], [2.63344, 1.03712, -0.93505], [1.60698, 0.37602, -1.59784], [0.30051, 0.80726, -1.48943], [-0.00664, 1.92016, -0.71032], [-1.34607, 2.33413, -0.68223], [-1.94552, 3.19518, 0.16739], [-1.41141, 3.80704, 1.06486], [-3.44677, 3.34734, -0.11368], [-4.42462, 2.05935, 0.74169], [-4.08832, 0.72140, -0.28404], [-3.48321, 0.72984, -1.43763], [-3.36763, -0.55563, -1.82438], [-3.90279, -1.28477, -0.90906], [-3.90099, -2.77232, -0.81386], [-2.64916, -3.30884, -1.14595], [-1.53597, -2.84542, -0.47833], [-0.30758, -3.24783, -0.99579], [0.85781, -2.84810, -0.37912], [0.84595, -2.02518, 0.74293], [-0.37918, -1.60994, 1.25017], [-1.55836, -2.03772, 0.64647], [-0.46843, -0.67852, 2.42715], [0.79950, -0.69979, 3.27184], [2.00554, -0.48457, 2.36751], [2.14470, -1.66042, 1.40767], [-4.40350, -0.52799, 0.10733], [1.00821, 2.57969, -0.02628], [2.31172, 2.13461, -0.14570], [4.23608, 1.34922, -3.13100], [4.72646, 2.51349, -1.90125], [5.78530, 1.15704, -2.30263], [4.60060, 0.72950, -0.16014], [4.10915, -0.43721, -1.39907], [1.82926, -0.48734, -2.20747], [-0.48872, 0.28249, -2.00868], [-1.94974, 1.83041, -1.33155], [-3.68378, 3.29633, -1.17431], [-3.79277, 4.28483, 0.31959], [-4.21835, -3.05677, 0.19959], [-4.59743, -3.20052, -1.54169], [-0.29629, -3.87626, -1.87138], [1.80685, -3.17814, -0.77700], [-2.48864, -1.73159, 1.10106], [-0.62413, 0.33809, 2.04786], [-1.33762, -0.93403, 3.03847], [0.88848, -1.66329, 3.77914], [0.74770, 0.08105, 4.03246], [1.86862, 0.43741, 1.79973], [2.91632, -0.38546, 2.96145], [2.49808, -2.53744, 1.96183], [2.89325, -1.43583, 0.64585], [0.77386, 3.43122, 0.59062], [3.09596, 2.65511, 0.38540]]}

***

# 4
{"formula": "C27H21BrN10O3S2Sn", "method": "ωB97M-V/def2-TZVPD", "total_energy_ha": -5399.57935, "homo_energy_ev": -1.51, "gap_ev": 5.790, "charge": -2, "symbols": ["Sn", "N", "C", "S", "N", "N", "C", "C", "C", "C", "C", "C", "C", "O", "H", "H", "H", "H", "H", "H", "H", "N", "C", "S", "N", "N", "C", "C", "C", "C", "C", "C", "N", "H", "H", "H", "H", "H", "H", "H", "Br", "C", "C", "C", "C", "C", "N", "C", "O", "O", "H", "H", "H", "N", "C", "C", "C", "C", "N", "C", "C", "H", "H", "H", "H"], "coordinates": [[-0.06759, -0.06085, 0.45212], [-1.16222, -4.43256, 0.04202], [-0.46374, -3.32326, 0.47507], [-1.29859, -2.30172, 1.60560], [0.76481, -3.23500, 0.07086], [1.43273, -2.09637, 0.41682], [2.70609, -2.13845, 0.31534], [3.61361, -1.05622, 0.62725], [4.95752, -1.20635, 0.27101], [5.90605, -0.22956, 0.50921], [5.50982, 0.93773, 1.16996], [4.20449, 1.10814, 1.56660], [3.18789, 0.14305, 1.29677], [1.98282, 0.37825, 1.65019], [-2.15919, -4.29629, 0.07964], [-0.84098, -4.77517, -0.85206], [3.15991, -3.07700, -0.02188], [5.25924, -2.12573, -0.22387], [6.93648, -0.36450, 0.20235], [6.24102, 1.71387, 1.37471], [3.89328, 2.01118, 2.07905], [1.12434, 3.36905, -3.08823], [0.18787, 3.06678, -2.10297], [-1.38203, 2.68310, -2.59586], [0.59754, 3.31857, -0.87742], [0.07843, 2.75220, 0.18299], [0.09930, 3.40576, 1.29558], [-0.27318, 2.79140, 2.54574], [-0.23048, 3.55127, 3.72778], [-0.61117, 2.98166, 4.92357], [-1.00734, 1.64937, 4.94089], [-1.00463, 0.95814, 3.73922], [-0.67016, 1.50501, 2.58069], [0.88661, 2.97388, -3.98282], [2.08141, 3.21618, -2.80645], [0.41849, 4.44972, 1.32268], [0.10368, 4.58036, 3.68213], [-0.60009, 3.56353, 5.83825], [-1.31041, 1.16106, 5.85732], [-1.27818, -0.09266, 3.69827], [-4.27898, 2.59335, 0.64107], [-4.43677, 0.82502, -0.03842], [-5.70829, 0.27290, -0.02333], [-5.85136, -0.99022, -0.56898], [-4.74361, -1.60376, -1.11990], [-3.50979, -0.96044, -1.07333], [-3.35906, 0.24253, -0.51418], [-2.31808, -1.68632, -1.73981], [-2.65411, -2.66899, -2.42229], [-1.14268, -1.25846, -1.57781], [-6.53455, 0.82050, 0.40580], [-6.82004, -1.47660, -0.57285], [-4.78691, -2.57744, -1.58436], [4.95395, 0.01772, -6.11636], [4.29264, 0.01959, -5.17501], [3.45870, 0.03973, -4.01746], [3.83779, 0.74857, -2.87796], [2.95849, 0.78831, -1.80809], [1.78674, 0.15974, -1.80434], [1.43574, -0.53952, -2.88095], [2.22862, -0.61967, -4.01485], [4.79075, 1.25743, -2.83211], [3.20188, 1.35404, -0.91800], [0.47197, -1.03591, -2.81358], [1.90946, -1.17884, -4.88311]]}